{"formula": "C90H192N10O25", "method": "wB97M-V/def2-TZVPD", "species": ["C", "O", "C", "C", "N", "H", "H", "C", "C", "O", "C", "H", "H", "H", "H", "H", "H", "H", "H", "H", "H", "H", "H", "H", "H", "C", "O", "C", "C", "N", "H", "H", "C", "C", "O", "C", "H", "H", "H", "H", "H", "H", "H", "H", "H", "H", "H", "H", "H", "H", "C", "C", "C", "C", "N", "C", "C", "C", "C", "C", "H", "H", "H", "H", "H", "H", "H", "H", "H", "H", "H", "H", "H", "H", "H", "H", "H", "H", "H", "H", "C", "C", "C", "C", "N", "C", "C", "C", "C", "C", "H", "H", "H", "H", "H", "H", "H", "H", "H", "H", "H", "H", "H", "H", "H", "H", "H", "H", "H", "H", "C", "C", "C", "C", "N", "C", "C", "C", "C", "C", "H", "H", "H", "H", "H", "H", "H", "H", "H", "H", "H", "H", "H", "H", "H", "H", "H", "H", "H", "H", "C", "C", "C", "C", "N", "C", "C", "C", "C", "C", "H", "H", "H", "H", "H", "H", "H", "H", "H", "H", "H", "H", "H", "H", "H", "H", "H", "H", "H", "H", "C", "C", "C", "C", "N", "C", "C", "C", "C", "C", "H", "H", "H", "H", "H", "H", "H", "H", "H", "H", "H", "H", "H", "H", "H", "H", "H", "H", "H", "H", "C", "C", "C", "C", "C", "C", "N", "O", "C", "C", "C", "H", "H", "H", "H", "H", "H", "H", "H", "H", "H", "H", "H", "H", "H", "H", "H", "H", "H", "C", "C", "C", "C", "C", "C", "N", "O", "C", "C", "C", "H", "H", "H", "H", "H", "H", "H", "H", "H", "H", "H", "H", "H", "H", "H", "H", "H", "H", "C", "C", "C", "C", "C", "C", "N", "O", "C", "C", "C", "H", "H", "H", "H", "H", "H", "H", "H", "H", "H", "H", "H", "H", "H", "H", "H", "H", "H", "O", "C", "O", "O", "H", "O", "C", "O", "O", "H", "O", "C", "O", "O", "H", "O", "C", "O", "O", "H", "O", "C", "O", "O", "H", "O", "C", "O", "O", "H"], "xyz": [[-5.401, -1.717, -0.539], [-5.228, -0.525, -1.354], [-6.482, -0.018, -1.667], [-7.153, -0.741, -2.783], [-6.311, -0.778, -3.960], [-6.286, 0.074, -4.424], [-4.323, -1.050, -3.615], [-6.653, -1.874, -4.894], [-8.020, -1.766, -5.654], [-8.126, -0.420, -6.144], [-8.745, -0.152, -7.369], [-5.188, -2.615, -1.098], [-6.420, -1.931, -0.135], [-4.741, -1.684, 0.325], [-6.287, 1.027, -1.796], [-7.157, -0.072, -0.812], [-8.150, -0.206, -3.016], [-7.345, -1.777, -2.449], [-6.589, -2.753, -4.300], [-5.928, -1.863, -5.746], [-8.883, -1.889, -5.055], [-8.076, -2.466, -6.469], [-8.766, -1.007, -8.071], [-8.155, 0.627, -7.874], [-9.768, 0.162, -7.233], [0.941, 4.175, -8.354], [0.960, 4.392, -6.953], [-0.202, 3.835, -6.321], [-0.186, 4.295, -4.902], [0.077, 5.755, -4.796], [0.589, 6.053, -3.889], [0.720, 5.954, -5.506], [-1.226, 6.471, -4.937], [-1.087, 7.930, -4.672], [0.002, 8.349, -5.451], [-0.441, 9.173, -6.534], [1.555, 4.941, -8.882], [-0.031, 4.160, -8.751], [1.358, 3.192, -8.556], [-0.201, 2.784, -6.305], [-1.144, 4.148, -6.776], [0.576, 3.649, -4.425], [-1.108, 4.042, -4.412], [-1.950, 6.036, -4.215], [-1.624, 6.361, -5.944], [-0.833, 8.032, -3.588], [-2.026, 8.460, -4.895], [0.450, 9.582, -7.037], [-0.973, 10.063, -6.174], [-1.095, 8.619, -7.243], [-3.241, 3.221, 6.895], [-4.426, 2.259, 6.931], [-4.463, 1.272, 5.748], [-5.588, 0.303, 5.974], [-5.636, -0.764, 4.916], [-5.555, -0.125, 3.498], [-6.933, 0.445, 3.244], [-7.908, -0.542, 4.013], [-6.932, -1.379, 4.947], [-4.511, -1.819, 4.982], [-3.087, 3.613, 5.884], [-2.309, 2.678, 7.093], [-3.302, 4.051, 7.588], [-5.332, 2.866, 6.880], [-4.522, 1.733, 7.901], [-3.449, 0.867, 5.687], [-4.647, 1.815, 4.821], [-6.508, 0.830, 5.930], [-5.507, -0.208, 6.942], [-5.425, -1.032, 2.928], [-4.722, 0.636, 3.342], [-7.213, 0.660, 2.197], [-6.891, 1.430, 3.702], [-8.312, -1.161, 3.255], [-8.665, -0.100, 4.650], [-6.842, -2.337, 4.509], [-7.342, -1.497, 5.971], [-3.638, -1.286, 4.608], [-4.737, -2.557, 4.143], [-4.530, -2.210, 5.980], [7.489, -4.859, -4.821], [6.198, -4.237, -5.248], [4.947, -4.612, -4.420], [3.720, -4.598, -5.353], [2.496, -5.058, -4.611], [1.943, -4.050, -3.534], [0.522, -4.577, -3.317], [0.065, -5.058, -4.702], [1.317, -5.085, -5.610], [2.713, -6.458, -4.045], [7.508, -5.944, -4.712], [7.753, -4.557, -3.794], [8.205, -4.576, -5.550], [6.007, -4.421, -6.254], [6.422, -3.165, -5.304], [4.738, -3.865, -3.643], [5.070, -5.598, -3.979], [3.858, -5.219, -6.238], [3.526, -3.532, -5.547], [2.612, -4.084, -2.704], [1.883, -3.097, -4.072], [0.628, -5.379, -2.517], [-0.134, -3.815, -2.955], [-0.309, -6.053, -4.574], [-0.699, -4.384, -5.093], [1.491, -5.943, -6.246], [1.346, -4.141, -6.148], [3.407, -6.380, -3.245], [3.072, -7.110, -4.853], [1.803, -6.869, -3.689], [1.799, 1.992, -1.490], [1.551, 2.160, 0.026], [1.125, 0.811, 0.652], [-0.401, 0.490, 0.540], [-0.694, -1.007, 0.550], [-2.189, -1.358, 0.582], [-2.468, -1.701, 2.019], [-1.224, -2.465, 2.434], [-0.083, -1.680, 1.767], [-0.148, -1.543, -0.797], [0.833, 2.068, -1.978], [2.147, 1.007, -1.811], [2.405, 2.807, -1.916], [0.844, 2.944, 0.224], [2.427, 2.473, 0.576], [1.314, 0.779, 1.798], [1.662, -0.056, 0.232], [-0.790, 0.779, -0.418], [-0.983, 0.955, 1.322], [-2.434, -2.122, -0.155], [-2.684, -0.445, 0.305], [-3.394, -2.288, 2.150], [-2.548, -0.799, 2.662], [-1.281, -3.526, 2.088], [-1.039, -2.509, 3.497], [0.661, -2.312, 1.368], [0.313, -0.833, 2.399], [-0.556, -0.920, -1.579], [-0.480, -2.565, -0.989], [0.927, -1.526, -0.802], [9.504, 6.613, -3.147], [8.215, 6.862, -3.930], [7.414, 5.550, -4.135], [6.053, 5.901, -4.559], [5.246, 4.764, -4.965], [5.187, 3.590, -3.937], [4.778, 2.386, -4.846], [4.922, 2.824, -6.304], [5.729, 4.150, -6.264], [3.822, 5.348, -5.096], [10.146, 7.517, -3.060], [10.118, 5.802, -3.580], [9.196, 6.247, -2.112], [8.444, 7.391, -4.803], [7.542, 7.541, -3.411], [7.535, 4.992, -3.241], [8.026, 4.941, -4.921], [6.055, 6.722, -5.343], [5.496, 6.317, -3.702], [4.511, 3.756, -3.075], [6.168, 3.394, -3.467], [3.746, 2.074, -4.723], [5.405, 1.508, -4.748], [3.904, 3.059, -6.755], [5.413, 2.059, -6.999], [5.509, 4.697, -7.186], [6.805, 3.930, -6.168], [3.368, 5.516, -4.100], [3.269, 4.634, -5.706], [3.939, 6.281, -5.695], [-4.424, -6.353, 4.921], [-3.476, -6.098, 3.801], [-4.011, -6.809, 2.547], [-3.125, -6.219, 1.425], [-3.522, -6.429, -0.001], [-3.721, -7.870, -0.338], [-2.722, -8.239, -1.484], [-2.504, -6.881, -2.159], [-2.484, -5.962, -0.932], [-4.811, -5.662, -0.240], [-5.411, -5.965, 4.645], [-4.067, -5.996, 5.916], [-4.543, -7.453, 5.023], [-2.450, -6.434, 4.008], [-3.423, -5.023, 3.546], [-5.090, -6.690, 2.462], [-3.772, -7.862, 2.676], [-2.090, -6.532, 1.622], [-3.196, -5.157, 1.506], [-4.770, -7.909, -0.643], [-3.530, -8.546, 0.563], [-2.987, -8.985, -2.208], [-1.816, -8.655, -1.033], [-3.309, -6.626, -2.784], [-1.504, -6.860, -2.642], [-2.742, -4.940, -1.303], [-1.506, -6.009, -0.459], [-4.719, -4.682, 0.220], [-5.718, -6.050, 0.267], [-4.976, -5.627, -1.332], [0.696, -2.175, 6.727], [1.574, -2.168, 8.044], [0.686, -2.674, 9.184], [0.425, -4.175, 9.324], [1.752, -4.864, 9.528], [2.829, -4.632, 8.467], [2.652, -3.194, 7.783], [3.559, -2.954, 6.960], [2.547, -5.625, 7.312], [4.212, -4.803, 9.066], [2.114, -0.829, 8.252], [0.533, -3.220, 6.567], [1.234, -1.748, 5.898], [-0.303, -1.946, 6.929], [-0.243, -2.105, 9.226], [1.266, -2.363, 10.085], [-0.037, -4.578, 8.463], [-0.302, -4.411, 10.110], [1.747, -5.960, 9.762], [2.171, -4.563, 10.502], [1.439, -5.618, 7.159], [2.759, -6.658, 7.707], [3.078, -5.408, 6.398], [4.551, -5.811, 8.788], [4.163, -4.597, 10.159], [4.851, -4.014, 8.669], [1.287, -0.132, 8.162], [2.763, -0.446, 7.491], [2.575, -0.581, 9.195], [8.335, -1.612, 3.120], [7.603, -0.762, 2.084], [6.558, -1.584, 1.313], [5.522, -0.761, 0.516], [4.708, 0.169, 1.434], [5.582, 1.082, 2.254], [6.866, 0.326, 2.805], [7.296, 0.723, 3.879], [4.796, 1.533, 3.460], [6.141, 2.284, 1.491], [8.559, -0.087, 1.010], [9.201, -1.233, 3.586], [8.546, -2.583, 2.679], [7.668, -1.797, 3.975], [6.110, -2.289, 2.004], [7.003, -2.269, 0.584], [4.808, -1.485, 0.082], [6.071, -0.259, -0.280], [4.085, -0.470, 2.113], [4.049, 0.753, 0.794], [5.374, 2.215, 4.148], [4.588, 0.660, 4.044], [3.936, 2.131, 3.331], [6.585, 2.052, 0.537], [6.787, 2.872, 2.094], [5.208, 2.778, 1.258], [9.239, 0.676, 1.388], [7.970, 0.372, 0.234], [9.170, -0.838, 0.536], [-2.521, 3.847, 0.951], [-1.945, 4.991, 1.738], [-0.467, 4.945, 2.035], [-0.003, 6.285, 2.664], [-0.114, 7.455, 1.610], [-1.522, 7.874, 1.139], [-2.149, 6.322, 0.846], [-2.795, 6.223, -0.171], [-1.539, 8.649, -0.203], [-2.479, 8.575, 2.124], [-2.763, 5.003, 3.055], [-2.533, 2.992, 1.553], [-2.019, 3.707, 0.044], [-3.542, 4.148, 0.662], [0.147, 4.702, 1.203], [-0.461, 4.205, 2.854], [1.113, 6.130, 2.631], [-0.374, 6.407, 3.699], [0.396, 7.026, 0.702], [0.470, 8.319, 1.919], [-1.089, 9.630, -0.039], [-2.557, 8.941, -0.495], [-1.011, 8.193, -1.018], [-2.008, 9.562, 2.326], [-2.615, 8.008, 3.014], [-3.447, 8.703, 1.703], [-2.604, 4.044, 3.536], [-3.786, 4.820, 2.698], [-2.812, 5.875, 3.709], [-1.092, 1.236, -4.360], [0.259, 0.707, -4.272], [0.334, -0.449, -3.811], [1.114, 1.473, -4.704], [-1.656, 0.461, -4.044], [-1.485, -2.275, -3.581], [-2.783, -2.172, -3.408], [-3.358, -1.102, -3.884], [-3.274, -3.015, -2.675], [-0.926, -1.522, -4.009], [-5.139, -3.505, 2.369], [-8.458, -4.321, -1.432], [-7.744, -4.291, -2.346], [-9.254, -4.326, -0.584], [-6.073, -3.596, 2.305], [3.418, 5.056, -1.696], [2.124, 5.565, -1.720], [1.465, 5.403, -0.667], [1.844, 6.228, -2.760], [3.629, 4.726, -0.783], [-0.691, 2.320, 4.986], [-0.942, 1.195, 4.200], [-0.248, 0.158, 4.324], [-1.876, 1.459, 3.444], [0.015, 2.098, 5.630], [2.337, -4.547, 1.448], [2.510, -4.233, 0.152], [2.185, -5.096, -0.658], [3.038, -3.076, -0.007], [2.804, -3.916, 2.045]], "mulliken_charge": [0.007, 0.210, -1.051, -0.079, -0.008, 0.263, 0.276, -0.560, -0.911, -0.320, -0.735, 0.182, 0.506, -0.558, 0.551, 0.238, 0.348, -0.311, 0.395, 0.249, 0.336, 0.563, 0.304, 0.237, 0.264, -1.037, -0.127, -1.214, -0.399, 0.777, 0.172, 0.552, -0.597, -0.366, -0.297, -0.780, 0.262, 0.416, 0.317, 0.689, 0.544, -0.333, 0.525, 0.351, 0.365, -0.111, 0.569, 0.249, 0.349, 0.294, -0.723, -0.969, 1.129, -1.517, 0.545, 0.183, -1.030, -0.826, -0.554, -0.409, -0.068, 0.165, 0.509, 0.358, 0.420, -0.271, 0.174, 0.437, 0.432, 0.639, -0.440, 0.370, 0.365, 0.427, 0.379, 0.313, 0.424, 0.030, 0.033, 0.457, -1.405, -0.590, -0.185, -0.946, 0.595, -1.160, 1.286, -0.501, -0.767, -1.163, 0.369, 0.291, 0.436, 0.523, 0.329, 0.263, 0.251, 0.521, 0.208, 0.496, 0.441, 0.189, -1.010, 0.250, 0.280, 0.478, 0.330, 0.422, 0.327, 0.409, -0.618, 0.258, 0.616, -0.581, 0.916, -1.186, 2.224, -0.598, 1.063, -1.394, 0.180, 0.573, -0.193, -0.907, 0.192, 0.252, 0.181, 1.103, -0.701, -0.271, 0.069, -0.368, -1.071, 0.054, 0.144, -0.024, -0.280, 0.321, 0.571, 0.180, -1.214, -0.731, -0.337, -0.906, 0.796, -0.284, -0.007, -0.588, -0.477, -0.829, 0.381, 0.295, 0.272, 0.472, 0.380, 0.452, 0.101, 0.284, 0.560, -0.232, 0.455, -0.212, 0.582, -0.034, 0.479, 0.368, 0.354, 0.143, 0.135, 0.378, -1.499, 0.413, -0.893, -0.196, 1.146, -0.334, -1.005, -0.211, -0.224, -0.866, 0.319, 0.321, 0.414, 0.419, -0.328, 0.477, 0.536, 0.525, -0.760, 0.342, 0.249, 0.470, 0.334, 0.478, -0.166, -0.402, 0.575, -0.283, 0.345, 0.665, -2.273, 1.645, -1.236, -0.916, -1.298, 1.445, 0.790, -0.281, -1.648, -1.422, -1.851, 0.593, 0.486, 0.708, 0.569, 0.363, 0.380, 0.415, 0.467, 0.430, 0.336, 0.487, 0.473, 0.365, 0.369, 0.365, 0.436, 0.390, 0.416, -1.693, 1.391, -1.423, -0.633, 0.858, 2.079, 0.934, -0.348, -2.188, -1.864, -1.578, 0.435, 0.388, 0.416, 0.416, 0.469, 0.075, 0.288, 0.312, -1.268, 0.433, 0.743, 0.288, 0.368, 0.520, 0.432, 0.381, 0.330, 0.437, -2.102, 1.807, 0.434, -0.759, -0.649, 1.158, 0.834, -0.420, -1.694, -1.606, -1.274, -0.001, 0.730, 0.578, -0.105, -0.396, 0.419, 0.331, -0.013, 0.551, 0.463, 0.422, 0.357, 0.387, 0.369, 0.464, -0.131, 0.478, 0.373, -0.529, 0.487, -0.832, -0.426, 0.267, -0.054, 0.713, -0.458, -0.490, 0.118, -0.521, 0.861, -0.413, -0.405, -0.168, -0.311, 0.322, -0.559, -0.918, 0.167, -0.432, -0.008, -0.639, -0.195, 0.248, -0.575, 0.536, -0.711, -0.482, 0.281], "total_energy_ev": -162491.466, "mol_weight_g_mol": 1814.6, "homo_lumo_gap_ha": 0.1348, "homo_ha": -0.486, "total_charge": 4, "lumo_energy_ev": -9.562}